# C22H43O10

A cluster of 8 separate species, C22H43O10 in total (ωB97M-V with the def2-TZVPD basis set, OMol25).

Structure (ORCA input):
```
! wB97M-V def2-TZVPD RIJCOSX def2/J DEFGRID3
* xyz -1 1
O -10.1109 6.1552 8.3902
C -9.2640 5.7664 9.4455
O -9.6495 4.7443 10.0748
O -8.2505 6.4609 9.5843
H -10.7784 5.4517 8.4232
C -7.3101 1.6160 11.1732
C -7.1926 2.9382 11.9134
O -7.8404 3.1467 12.9033
C -6.1956 3.9232 11.3492
H -7.6752 1.8111 10.1599
H -8.0187 0.9739 11.6917
H -6.3424 1.1183 11.0977
H -5.6631 4.3695 12.1894
H -6.7228 4.7276 10.8246
H -5.5105 3.4022 10.6831
C -12.0273 3.0905 11.9528
C -11.2630 2.9625 13.2394
O -11.0310 3.9063 13.9473
C -10.7344 1.5866 13.5499
H -11.3892 2.7806 11.1209
H -12.3069 4.1228 11.7626
H -12.9189 2.4542 11.9511
H -10.1486 1.5895 14.4677
H -10.0613 1.2835 12.7459
H -11.5243 0.8398 13.6732
C -9.2541 3.2797 6.8290
C -7.9351 2.6173 7.1242
O -7.7336 1.4512 6.8613
C -6.8585 3.4747 7.7423
H -9.6514 3.5710 7.8090
H -9.9020 2.5499 6.3459
H -9.1437 4.1552 6.1940
H -6.1249 2.8405 8.2307
H -7.2919 4.1868 8.4494
H -6.3951 4.0274 6.9212
C -14.0502 3.1536 6.7318
C -12.9388 3.4455 7.7160
O -12.5707 4.5736 7.9204
C -12.2900 2.2538 8.3647
H -14.9630 2.8831 7.2645
H -13.7736 2.3101 6.0927
H -14.2188 4.0161 6.0926
H -11.9148 1.6218 7.5584
H -13.0186 1.6838 8.9467
H -11.4920 2.5723 9.0319
C -10.4860 11.6454 8.0907
C -9.3392 10.6607 7.9775
O -8.2054 11.0346 8.1569
C -9.7341 9.2225 7.7471
H -11.2285 11.4990 7.2980
H -10.1212 12.6679 8.0628
H -11.0201 11.4446 9.0225
H -8.9757 8.4995 8.0401
H -9.9514 9.1392 6.6739
H -10.6441 8.9998 8.3031
C -7.2318 8.4810 4.4846
C -7.1177 7.8921 5.8807
O -6.4819 8.4468 6.7375
C -7.8466 6.5952 6.1487
H -6.6609 7.8421 3.8060
H -6.7993 9.4783 4.4797
H -8.2761 8.5192 4.1740
H -7.6615 5.8578 5.3641
H -8.9205 6.8037 6.1832
H -7.5710 6.2389 7.1394
C -11.8393 10.1395 13.2718
C -11.3569 8.8798 12.5854
O -10.8202 8.0001 13.1993
C -11.6250 8.7998 11.1023
H -11.4463 10.1836 14.2854
H -12.9289 10.1824 13.2947
H -11.4839 11.0186 12.7247
H -12.6969 8.9056 10.9129
H -11.3363 7.8179 10.7230
H -11.0488 9.5459 10.5561
*
```

Results
Frontier orbital gap = 7.74 eV
Highest occupied orbital energy = -5.236 eV
E_LUMO = 0.0919 Eh
Energy relative to the best compared isomer or geometry (same formula, charge and spin) = 8.45 kcal/mol

These are the Mulliken partial charges, in e, on atoms 1 to 5:
1. O -0.39
2. C 0.57
3. O -0.63
4. O -0.75
5. H 0.20

***

# C4H12N2

An isolated molecule of C4H12N2 (ωB97M-V with the def2-TZVPD basis set, OMol25).

Structure (ORCA input):
```
! wB97M-V def2-TZVPD RIJCOSX def2/J DEFGRID3
* xyz 0 1
C 1.4258 0.0022 1.5909
C 0.4338 0.3317 0.4822
C 0.9349 -0.0282 -0.8651
C -0.8859 -0.4228 0.8282
H 1.0130 0.2700 2.5489
H 2.5114 0.4381 1.4427
H 1.5417 -1.0605 1.8602
H 0.2428 1.4034 0.5850
H 0.9281 -1.1073 -0.9831
H 2.0079 0.3319 -0.8991
H -0.3192 1.4795 -1.6707
H -0.6746 -0.2981 -2.1309
H -0.5510 -1.5213 0.9103
H -1.1728 -0.1645 1.8900
H -1.9944 0.7729 -0.5101
H -2.6998 -0.8244 0.2428
N 0.1034 0.4702 -1.9721
N -1.8584 -0.3298 -0.2427
*
```

Results
Frontier orbital gap = 9.53 eV
Highest occupied orbital energy = -8.529 eV
E_LUMO = 0.0367 Eh
SMILES = CC(CN)CN
Energy relative to the best compared isomer or geometry (same formula, charge and spin) = 44.45 kcal/mol

These are the Mulliken partial charges, in e, on atoms 1 to 5:
1. C -1.61
2. C 0.74
3. C -0.70
4. C -1.00
5. H 0.45

***

# C41H73N11OTeTi

A structure of composition C41H73N11OTeTi (ωB97M-V with the def2-TZVPD basis set, OMol25).

Structure (ORCA input):
```
! wB97M-V def2-TZVPD RIJCOSX def2/J DEFGRID3
* xyz 1 2
Ti 0.5416 -1.6713 0.9371
C -0.6578 -0.8134 -2.4915
N 0.5768 -0.8887 -3.2413
C 0.3698 -1.1852 -4.6485
C 1.8155 -0.9418 -2.6601
N 1.9891 -1.0821 -1.3849
C 3.3674 -0.9577 -0.9195
C 3.4362 -0.7191 0.5759
N 2.6123 -1.6770 1.3170
C 2.1822 -2.9157 0.7222
C -0.2670 -3.1887 -0.2308
N -1.5082 -2.5284 -0.0062
C -2.6555 -3.0654 0.2269
N -2.9220 -4.4243 0.3822
C -3.7517 -5.0837 -0.6099
C -2.0015 -5.2955 1.0821
N -3.7537 -2.2480 0.3467
C -5.0466 -2.7040 0.8069
C -3.7046 -0.8763 -0.1215
C 2.8245 -1.6733 2.7599
C 1.9213 -2.6870 3.4626
N 0.5476 -2.7566 2.9159
C -0.3558 -3.1550 3.7782
N -0.0093 -3.9385 4.8583
C -0.5472 -3.6901 6.1810
C 0.8356 -5.1063 4.7225
N -1.6925 -2.8932 3.6741
C -2.6709 -3.8498 4.1693
C -2.2581 -1.5965 3.3210
N 2.8617 -0.7870 -3.5702
C 3.9462 -1.7335 -3.6710
C 2.9454 0.4015 -4.3914
H -1.3007 -0.0412 -2.9285
H -0.4644 -0.5720 -1.4526
H -1.1993 -1.7629 -2.5276
H -0.3874 -1.9678 -4.7425
H 1.2857 -1.5348 -5.1125
H 0.0123 -0.3042 -5.1893
H 3.9051 -0.1485 -1.4254
H 3.9380 -1.8673 -1.1309
H 3.0679 0.2784 0.8288
H 4.4805 -0.7910 0.9047
H 2.2520 -3.7749 1.3759
H 2.5531 -3.1214 -0.2691
H -0.1764 -4.2508 -0.0165
H 0.1137 -2.9743 -1.2335
H -4.4113 -4.3656 -1.0913
H -4.3674 -5.8549 -0.1411
H -3.1386 -5.5574 -1.3851
H -1.3143 -4.7059 1.6845
H -1.4204 -5.9250 0.3993
H -2.5670 -5.9573 1.7460
H -5.7558 -2.8461 -0.0154
H -5.4708 -1.9561 1.4811
H -4.9466 -3.6433 1.3438
H -4.1859 -0.7716 -1.1004
H -2.6722 -0.5463 -0.1927
H -4.2337 -0.2345 0.5862
H 2.6282 -0.6604 3.1149
H 3.8669 -1.9280 2.9924
H 1.8863 -2.4202 4.5205
H 2.4072 -3.6628 3.4041
H -1.1186 -2.7649 6.1826
H 0.2727 -3.5818 6.8953
H -1.1906 -4.5064 6.5237
H 0.9950 -5.3278 3.6692
H 0.3356 -5.9652 5.1789
H 1.8069 -4.9810 5.2103
H -2.2171 -4.8287 4.2974
H -3.4720 -3.9394 3.4329
H -3.1146 -3.5375 5.1187
H -2.1269 -0.8767 4.1308
H -3.3220 -1.7401 3.1396
H -1.8278 -1.1907 2.4157
H 3.6955 -2.6467 -3.1339
H 4.8944 -1.3458 -3.2810
H 4.0994 -1.9997 -4.7218
H 3.8122 1.0109 -4.1113
H 2.0500 1.0058 -4.2577
H 3.0396 0.1481 -5.4527
C -0.7688 1.9552 2.1788
C -0.0881 0.7179 1.6734
O 0.1675 -0.2139 2.5319
N 0.2550 0.4453 0.4480
Te 0.4484 2.1486 -1.3222
C -0.6241 3.4982 -2.6172
C -2.0054 3.3725 -2.7816
C -2.8509 2.3503 -2.0613
C -2.6610 4.2551 -3.6385
C -1.9834 5.2466 -4.3279
C -2.7034 6.1883 -5.2531
C -0.6066 5.3413 -4.1567
C 0.0901 4.4823 -3.3185
C 1.5789 4.6594 -3.1778
C 1.3126 3.6534 -0.1030
C 0.5530 4.6971 0.4408
C -0.9179 4.9065 0.1950
C 1.1962 5.6491 1.2291
C 2.5558 5.6011 1.4888
C 3.2265 6.6338 2.3504
C 3.2900 4.5696 0.9178
C 2.6984 3.5995 0.1208
C 3.6090 2.5828 -0.5194
H -1.5041 1.6667 2.9297
H -1.2517 2.4999 1.3757
H -0.0351 2.6040 2.6610
H -2.2583 1.5977 -1.5414
H -3.5081 1.8374 -2.7651
H -3.4908 2.8360 -1.3194
H -3.7346 4.1611 -3.7645
H -3.7822 6.0521 -5.1964
H -2.3964 6.0246 -6.2875
H -2.4773 7.2263 -5.0067
H -0.0570 6.1038 -4.6986
H 1.9770 5.2322 -4.0141
H 2.1001 3.7005 -3.1440
H 1.8219 5.1925 -2.2557
H -1.4251 4.0075 -0.1412
H -1.0646 5.6624 -0.5801
H -1.4057 5.2595 1.1042
H 0.6044 6.4532 1.6533
H 2.5103 7.3627 2.7255
H 3.9928 7.1697 1.7885
H 3.7166 6.1670 3.2059
H 4.3601 4.5211 1.0908
H 4.0231 2.9850 -1.4480
H 3.0998 1.6547 -0.7667
H 4.4460 2.3500 0.1394
*
```

Results
Frontier orbital gap (spin up / spin down) = 7.77 / 6.44 eV
Expectation value of S² = 0.760
Highest occupied orbital energy (spin up / spin down) = -9.190 / -9.373 eV
E_LUMO (spin up / spin down) = -0.0522 / -0.1077 Eh
Energy relative to the best compared isomer or geometry (same formula, charge and spin) = 0.00 kcal/mol

These are the Mulliken partial charges, in e, on atoms 1 to 5:
1. Ti -0.72
2. C -0.69
3. N 0.65
4. C -1.35
5. C -0.40

***

# C10H16O

A cluster of 2 separate species, C10H16O in total (ωB97M-V with the def2-TZVPD basis set, OMol25).

Structure (ORCA input):
```
! wB97M-V def2-TZVPD RIJCOSX def2/J DEFGRID3
* xyz 0 1
C 0.1636 -1.7873 -1.6317
C 1.3638 -2.4164 -2.2953
C -1.0667 -2.7311 -1.8605
H 0.2825 -1.7850 -0.5488
H -0.0753 -0.7729 -1.9425
H 1.2199 -2.8924 -3.2663
H -1.6555 -2.4625 -2.7397
H -0.6595 -3.7279 -2.0102
H 1.7779 -3.2011 -1.6532
H 2.2378 -1.7697 -2.4328
H -1.7631 -2.7101 -1.0237
C -1.6399 3.0062 -0.0406
C 1.1746 0.7073 0.9308
C 1.0332 0.6317 2.3029
C 0.2378 1.4126 0.1795
C -0.7786 2.1478 0.8342
C 0.0786 1.4032 2.9540
C -0.8244 2.1471 2.2222
O 1.7385 -0.3475 2.9567
H 1.9686 0.1372 0.4645
H 0.1449 1.5006 -0.8938
H 0.0687 1.3493 4.0362
H 2.1942 -0.0561 3.7712
H -2.0653 2.4091 -0.8627
H -1.0228 3.6958 -0.6210
H -1.6066 2.6782 2.7499
H -2.5269 3.4338 0.4210
*
```

Results
Frontier orbital gap = 9.32 eV
Highest occupied orbital energy = -8.478 eV
E_LUMO = 0.0309 Eh
SMILES = Cc1ccc(O)cc1.CCC
Energy relative to the best compared isomer or geometry (same formula, charge and spin) = 30.40 kcal/mol

These are the Mulliken partial charges, in e, on atoms 1 to 5:
1. C 0.42
2. C -1.42
3. C -1.25
4. H 0.07
5. H 0.11

***

Calculated total energy (eV), listed in the same order as above: -43988.754 -7321.101 -92541.736 -12676.407
Calculated max |F| (eV/A), listed in the same order as above: 0.79 3.93 0.92 1.76